77
Properties=species:S:1:pos:R:3:forces:R:3:mulliken_charge:R:1 method="wB97M-V/def2-TZVPD" charge=+3 largest_force_ev_per_a=1.63 homo_ev=-17.21
C 2.918137 -2.607273 -1.557807 -0.175 0.061 -0.661 -0.6941
H 3.316850 -0.465544 0.056939 -0.221 0.526 -0.211 -0.0694
C -1.603388 -1.143728 4.992671 -1.050 0.445 -0.984 -1.5213
H 1.724404 -4.131714 -2.461100 0.666 -0.322 -0.617 0.3639
H 2.047966 -3.022534 -4.951359 -0.535 -0.254 0.422 0.4527
H -2.299941 -1.923741 4.667282 0.333 -0.225 -0.267 0.3880
H -3.841893 0.576718 0.357572 -0.632 -0.426 -0.140 0.1528
O 1.199535 -1.736339 2.547364 -0.284 -0.232 -0.067 -0.1869
H -4.016208 -0.069451 -2.539942 0.111 0.156 0.026 0.3411
H 0.823572 -1.496371 -2.147280 -0.134 0.228 -0.434 0.1141
H -3.303114 1.660834 -0.799675 -0.358 0.358 -0.459 0.2751
H 2.468017 -0.751215 3.896705 -0.300 -0.394 0.325 0.3852
H -4.542577 2.161599 0.375900 -0.424 0.141 -0.414 0.3659
H 0.277322 -2.291179 -3.530856 -0.180 0.158 0.008 0.3607
N -6.257318 0.497854 -4.020424 0.703 0.605 0.344 -0.2819
H 3.537581 2.575167 2.877266 -0.209 0.039 0.153 0.5922
C 1.388224 4.102648 1.815872 0.606 0.003 -0.089 -1.4418
H 4.182143 0.379784 -1.352870 -0.020 0.128 0.402 0.2507
O -5.266143 0.967539 -1.166187 0.637 0.050 -0.342 -0.3566
H 3.522648 -3.427062 -4.188738 0.081 0.092 0.192 0.3779
H 6.170893 1.536977 0.793177 -0.013 0.034 0.044 0.2910
H -0.437311 -2.810253 3.273887 -0.040 0.234 -0.715 0.3693
H 0.021724 -2.922269 -2.007609 -0.072 -0.115 -0.091 0.3936
N 0.669463 -2.409923 -2.600705 0.516 0.685 0.524 -0.1711
H -0.695780 -0.085622 1.861064 0.377 -0.352 -0.059 -0.0954
B -0.312981 1.235997 -0.429940 -1.115 -0.580 -0.284 0.7761
H 5.840838 2.400208 2.278931 -0.332 0.106 0.089 0.3199
C 3.881844 -0.547881 -0.875532 0.266 -1.117 0.186 -0.4518
H 2.921481 -1.775952 -4.106205 0.068 -0.024 0.131 0.3675
F 0.295098 0.882075 -1.628244 0.618 0.287 -0.218 -0.3446
F -1.371977 0.278379 -0.266708 0.205 0.132 0.594 -0.4855
C 2.481764 -1.479806 3.076824 1.060 1.228 -0.174 -0.5125
H 1.627014 3.774630 -0.667291 -0.420 -0.507 0.022 0.3419
C -6.370358 -1.831407 -3.305384 -0.211 -0.192 -0.122 -1.5649
C 0.239272 -1.986027 3.529654 -0.332 -0.296 1.046 -0.9948
H -7.016567 -0.087979 -2.168973 -0.069 -0.219 0.008 0.3359
H 3.064755 -0.925871 2.333783 -0.155 -0.351 -0.305 -0.1317
H -1.179862 -1.500606 5.925704 0.207 0.448 0.059 0.4253
C 2.625398 -2.822116 -4.045507 0.776 -0.094 -0.932 -1.4287
H 0.017944 0.071743 4.278612 0.249 -0.105 -0.113 0.2387
C 2.034114 -3.114690 -2.706136 -1.039 -0.335 1.194 0.2268
H -6.557603 0.025754 -4.875849 -0.646 -0.128 0.308 0.3497
F -0.818590 2.526177 -0.401059 0.270 -0.104 -0.171 -0.4126
H -4.810719 -1.007390 -1.236242 0.135 -0.331 -0.262 0.3829
N -1.284229 -0.246950 2.686607 -0.884 0.788 0.156 -0.0218
C 3.167402 2.247146 1.901777 0.676 -0.275 0.001 -0.4246
H 0.790279 3.390827 2.380452 0.109 -0.118 -0.030 0.2266
H 0.631876 -2.380251 4.474493 0.560 0.233 -0.095 0.5024
H -5.366733 0.909748 -4.316102 0.103 0.079 0.522 0.3507
H -7.271726 -1.824495 -3.920439 -0.066 -0.312 0.053 0.4449
H 3.438259 4.239911 1.118491 -0.006 0.063 0.233 0.5229
C -6.177959 -0.415076 -2.779375 0.456 -1.052 -0.481 0.1567
H -5.556169 -2.216659 -3.924466 0.162 0.389 -0.026 0.4063
H 2.200577 2.165736 -0.356083 -0.930 0.117 -0.218 -0.2835
H 5.477913 3.133199 0.672987 -0.113 0.110 0.212 0.3485
H 4.750870 -1.156502 -0.599611 0.302 0.374 -0.156 0.4236
H 3.062327 -2.361118 3.350750 -0.380 -0.191 0.123 0.3695
O 3.148790 -1.257346 -1.857971 -0.277 0.007 -0.094 -0.3989
C -0.582771 -0.764321 3.922652 0.104 -0.828 0.093 0.4231
H -1.712376 0.667608 2.863670 0.160 0.015 0.179 0.4624
C -4.232194 1.369538 -0.301276 1.278 -0.044 0.790 -0.6281
F 0.593435 1.082563 0.644850 0.189 -0.174 0.271 -0.2851
H 3.154601 3.284607 -0.953958 0.300 0.369 0.470 0.4390
H -2.090628 -0.817521 2.423460 0.294 -0.372 -0.108 0.4216
H -2.266174 -0.280028 5.094458 0.167 0.031 0.806 0.4161
O 4.215968 1.553475 1.229740 -0.899 0.505 0.121 -0.1872
H 0.746747 4.533125 1.047459 -0.015 0.109 0.088 0.4177
H 3.812347 -3.238199 -1.583161 0.252 0.227 0.085 0.4746
C -4.923837 -0.178840 -1.938864 -1.273 0.655 0.447 -0.5240
H 2.473053 -2.705302 -0.560660 -0.260 -0.177 -0.043 0.3524
H -6.874596 1.266679 -3.753836 -0.076 0.118 -0.587 0.3759
N 2.368563 3.175415 -0.307867 0.866 -0.684 0.402 0.0357
C 5.462559 2.215265 1.270837 0.914 -0.224 -0.534 -0.8665
H -6.503164 -2.582948 -2.528815 -0.140 0.289 0.217 0.3941
C 2.652842 3.490504 1.192646 -0.083 0.440 -0.978 0.3588
H 1.723689 4.904857 2.469957 -0.265 0.007 0.131 0.4256
H 2.374787 1.515214 2.035612 -0.139 0.084 0.004 -0.2227

=====

81
Properties=species:S:1:pos:R:3:forces:R:3:mulliken_charge:R:1 method="wB97M-V/def2-TZVPD" charge=+2 s2=0.751 largest_force_ev_per_a=1.94 multiplicity=2 homo_ev="-13.48 / -13.47"
C -3.737395 -1.357477 -2.574779 0.234 -0.883 0.020 -0.9895
H -4.812460 -1.295075 -2.737532 0.011 0.292 0.082 0.4415
H 4.502373 2.346379 0.653003 -0.332 0.302 0.214 0.6472
H -3.434463 2.995295 -1.313962 0.070 -0.052 -0.003 0.2187
S 2.186717 2.602289 1.228046 0.624 -1.790 -0.092 0.3424
H -1.699426 -5.154396 1.590067 -0.296 0.200 -0.004 0.4511
C -3.323593 -2.639245 2.142299 0.888 -0.137 0.089 -1.1752
H 0.617494 4.892617 -0.310762 -0.070 -0.002 -0.332 0.2887
C 3.159824 -2.867735 0.026505 1.079 -0.355 -0.261 -0.7208
H -3.929518 0.198940 3.764029 0.042 -0.021 0.105 0.3690
S -0.347734 -2.535664 -2.283371 -0.019 1.368 -0.125 0.7909
H 4.303905 -0.948523 1.978541 0.130 -0.115 -0.207 0.1603
O 1.689152 0.811657 -1.724920 0.140 0.184 -0.200 -0.5824
H 3.051325 2.999244 -2.862028 -0.285 0.055 0.287 0.3095
S -1.931575 -2.761389 0.951794 0.208 0.104 0.534 0.7185
O 0.415611 -1.617407 -1.342163 0.054 -1.419 -0.428 -0.3645
C -3.440495 1.125370 3.475329 -0.338 0.405 0.057 -1.1850
H -1.170445 2.097484 4.743403 0.142 -0.135 0.047 0.5823
Cu -0.032571 0.155004 0.083275 -0.193 0.549 -0.090 2.0083
C -1.117023 -4.236970 1.680843 -0.194 0.134 -0.282 -1.1522
H 0.007529 -4.558446 -1.191644 0.606 -0.051 0.127 0.1034
C -2.835631 3.637734 -0.670038 -0.164 0.150 -0.192 -0.6741
H -4.074470 0.992941 0.281723 -0.132 0.427 -0.360 -0.0946
H -1.360121 3.059984 3.259576 -0.097 -0.040 0.108 0.3582
C 3.896341 -1.851778 2.426952 -0.167 -0.032 -0.269 -1.0337
H 4.362480 0.950682 -3.022432 -0.247 0.081 0.216 0.3973
O -1.771079 0.955527 1.374543 -0.060 0.393 0.652 -0.4235
H 3.515575 -3.890318 0.178644 -0.223 -0.031 0.087 0.5245
O -0.980401 -1.642960 1.269702 -0.301 -0.477 0.099 -0.4084
H -3.512068 -2.270894 -2.016532 -0.073 0.276 0.392 0.2021
H -3.990216 -3.467303 1.911303 -0.095 -0.029 0.275 0.4997
O 1.672648 -1.006266 1.126669 0.772 -0.128 0.401 -0.7444
H 4.049492 -2.289028 -0.235585 -0.170 0.279 0.150 0.3931
H -3.846910 -1.687013 2.112708 0.076 0.047 -0.604 0.1494
H -0.496923 4.394626 0.924358 -0.314 -0.201 -0.090 0.0893
O 1.084833 1.568397 1.180535 -0.215 0.218 0.511 -0.0110
H -0.204321 -4.388557 1.104836 0.035 0.213 0.019 0.1569
C -0.442128 4.740722 -0.109653 0.185 0.203 0.371 -0.8368
H 1.356087 -4.218577 -2.446478 0.141 -0.106 0.544 0.4368
C 2.224568 2.683484 -3.505451 1.415 -0.192 -0.090 -1.0826
H 0.112325 2.148980 3.469206 -0.031 -0.491 0.040 -0.2615
H -3.256416 -1.520809 -3.539472 0.077 0.501 -0.022 0.3674
S -3.098529 0.116352 -1.761184 -0.065 0.773 0.185 0.3293
H -0.982570 5.681622 -0.208502 0.049 0.002 -0.128 0.4721
H -2.869771 -2.684427 3.133833 -0.156 -0.372 0.032 0.4252
H -0.211464 -4.865661 -2.881090 -0.204 0.328 -0.147 0.4841
H -3.358609 1.804015 4.322367 -0.052 -0.249 0.187 0.4863
C 2.924099 2.480908 2.869445 -0.787 0.925 1.508 -1.3051
H 0.058422 -1.219192 -4.347084 -0.134 0.232 0.466 0.2788
C 0.301527 -4.205170 -2.178715 -0.229 -0.008 -0.149 -1.0632
H -2.947582 3.333978 0.369426 0.303 -0.108 0.019 -0.0009
S -1.117747 3.507868 -1.228598 0.012 -0.641 0.866 0.2940
H 3.825412 0.307709 -4.539284 -0.159 -0.431 -0.018 0.4626
O -1.766899 -0.194711 -1.144498 -0.544 -0.766 -0.320 -0.6139
H 3.815352 3.105836 2.928610 0.240 -0.311 -0.367 0.4771
C 3.604361 0.301674 -3.471323 0.245 1.004 -0.101 -1.1062
S 1.926558 0.948910 -3.203525 -0.210 -0.571 0.740 0.4347
H -3.202419 4.658261 -0.789305 0.162 0.026 -0.093 0.5399
H 1.426020 -2.290117 -3.853295 0.023 0.492 0.320 0.3589
O -0.605799 2.187379 -0.717367 -0.270 1.016 -0.852 -0.0170
H 3.759032 -1.661160 3.489574 -0.531 -0.119 -0.062 0.3395
C -4.338496 0.224435 -0.433943 0.428 -1.513 -0.139 -0.5932
H 3.502270 1.832272 -0.634607 -0.493 -0.646 0.031 -0.2925
S -1.783105 0.752567 2.877067 0.422 -0.498 -0.035 0.7277
S 2.365400 -2.287842 1.513927 -0.443 0.547 0.094 0.3643
H 2.470808 -2.826074 -0.807765 -0.374 0.091 0.180 -0.2273
H -0.855943 -4.048486 2.720520 -0.073 0.157 -0.006 0.4232
H 4.581313 -2.694331 2.330262 0.041 0.060 -0.106 0.4344
H 2.281149 2.954588 3.627374 -0.283 0.150 -0.531 0.4165
H 0.068625 -2.963915 -4.594363 -0.445 0.119 0.143 0.5052
H 3.780123 0.820376 0.902363 -0.642 -0.416 -0.333 -0.3187
H 1.333567 3.273128 -3.328412 -0.139 -0.074 -0.203 0.2767
H -5.310783 0.247033 -0.922295 -0.064 0.617 0.154 0.5923
H 2.653787 2.760324 -4.508027 -0.565 0.198 -0.187 0.4488
H -4.306651 -0.722228 0.116373 0.095 0.000 -0.090 0.0966
H 3.679290 -0.667686 -2.989250 -0.247 -0.179 -0.260 0.2246
C 3.582921 1.778839 0.443625 1.376 1.344 -0.003 -0.0998
H 3.045335 1.491849 3.310012 0.325 -0.332 -0.848 0.3628
C -0.952302 2.133859 3.678780 -0.356 0.813 -0.548 -0.8267
H -4.077800 1.638067 2.752913 0.348 -0.066 -0.320 0.2633
C 0.340200 -2.162377 -3.895130 0.483 -1.287 -0.852 -1.3208

=====

85
Properties=species:S:1:pos:R:3:forces:R:3:mulliken_charge:R:1 method="wB97M-V/def2-TZVPD" charge=+1 s2=6.006 largest_force_ev_per_a=2.99 multiplicity=5 homo_ev="-11.42 / -11.42"
H -0.689792 1.589694 6.217179 -0.492 0.125 -0.109 0.3550
H 4.221857 1.220501 -1.986543 -0.562 0.255 0.324 0.2063
H -0.179133 0.535347 -3.789279 -0.096 -0.249 0.227 0.1546
H -1.835121 5.045760 -1.243606 -0.121 -0.117 -0.310 0.3559
O 1.233820 0.469591 3.753440 0.113 -1.013 -0.520 -0.4121
C 0.629529 -1.483741 -4.031300 2.319 0.812 0.223 -0.7162
H -0.497157 -2.332598 -2.682532 0.563 0.004 1.341 0.2045
C 0.645345 4.231014 -2.276591 -1.031 0.252 1.974 -0.4438
C -3.063474 -0.553210 -1.499808 1.475 -0.532 -0.432 0.3562
O 3.140551 0.293751 -0.415824 1.176 0.082 -0.190 -0.2350
H 0.916846 -0.108523 5.675253 0.211 -0.044 -0.087 0.2691
O 3.574810 -1.530999 -2.593116 0.980 0.878 0.340 -0.2134
H 5.443533 -0.705860 -2.717985 0.186 0.590 0.293 0.5373
O -4.912567 -1.361219 2.588496 -0.012 -0.267 0.145 -0.5695
C -3.612123 -1.408690 3.164687 -0.135 -1.324 -0.018 0.4663
H -3.427190 -3.530910 3.092562 0.172 -0.238 -0.223 0.4643
O -3.088533 4.637147 0.196569 -0.003 -0.859 -0.170 -0.6097
H 4.355448 -4.217272 1.874793 0.169 -0.125 -0.131 0.4439
H 3.967541 -1.804733 -3.425415 -0.656 -0.240 -0.251 0.2927
H -1.781174 2.399178 2.326542 0.520 -0.345 -0.851 -0.2294
H -3.096841 3.359969 2.392108 -0.272 0.398 -0.584 0.4461
H 2.689442 -3.862505 -1.238844 -0.079 0.725 -0.553 0.2088
H -2.069677 -2.986677 -0.763084 0.088 0.140 0.003 0.2506
O 1.635144 0.390177 -2.813211 -0.327 -0.242 -0.073 -0.2537
H -1.087987 -2.019907 2.622797 0.040 0.029 0.059 0.1992
H -2.935231 -2.655956 1.579648 0.039 -0.498 -0.084 -0.2270
C -0.441709 5.189450 -2.719344 0.380 0.362 -1.221 -0.6036
H -0.949802 4.785889 -3.604724 -0.296 -0.230 0.196 0.2743
H 0.883902 4.592031 -1.269216 0.601 0.100 -0.175 0.3129
H 1.607417 -1.874936 -4.323065 -0.128 -0.040 -0.460 0.2182
H 1.608917 1.168468 3.217700 -0.039 0.474 0.400 0.2367
O -1.944078 0.221132 -2.012035 -1.196 0.391 0.286 -0.2727
O -1.362756 0.674217 4.459547 -0.326 0.053 0.623 -0.4244
O -1.555006 -2.678722 3.149056 -0.082 -0.332 -0.134 -0.5803
C -2.595434 2.709428 1.661153 -0.420 0.530 1.199 0.2898
H 4.788595 -3.353000 0.361059 -0.126 0.300 0.374 0.1227
C -2.888016 -2.685213 2.675318 -0.223 1.578 -0.248 0.0413
H 3.322910 0.804973 0.380708 -0.744 -0.250 0.229 0.2276
H -2.326136 2.845589 -0.472522 0.147 -0.154 0.174 0.2279
O -1.302635 5.681324 -1.736549 0.229 0.145 0.253 -0.5385
H 0.081826 2.646323 -1.159669 0.024 0.172 0.036 0.1058
H -0.936855 0.420217 3.631089 0.138 -0.072 0.036 0.3004
C -2.235521 3.503524 0.402005 0.147 -0.303 0.419 -0.3464
O 4.420094 -5.312690 0.089393 -0.667 -0.550 -0.591 -0.5115
H -3.620379 -1.608425 4.238003 -0.198 0.923 0.184 0.3856
C 4.158765 -4.135798 0.799145 -0.396 0.723 0.740 -0.3605
O 0.502040 0.316959 -0.022640 0.374 0.617 -0.368 -0.7498
O 0.457874 -2.070578 -2.718811 -1.446 0.208 -1.634 -0.3584
H -3.944903 -2.373240 -1.844621 0.152 -0.134 -0.144 0.4373
H 2.299649 -3.001009 1.352072 0.330 -0.167 0.205 0.3658
H 5.156421 -5.821965 0.430388 0.103 0.155 0.238 0.2994
H -2.965487 -0.650414 -0.414714 0.099 -0.132 0.034 -0.2715
H 1.714987 1.501807 5.483617 0.034 -0.174 0.221 0.3635
H -0.394871 2.436821 4.633338 0.142 0.465 0.425 0.2348
C 4.700298 -0.839081 -1.934111 -0.682 -1.112 0.264 -0.5696
O 0.118056 2.899438 -2.088241 0.352 -0.663 -0.728 -0.3342
H -0.087140 -1.757239 -4.799778 -0.365 -0.182 0.372 0.5373
H -1.208291 3.876002 0.427767 -0.068 0.101 0.206 0.3843
H 5.224543 0.678114 -0.654153 -0.334 0.255 0.479 0.5953
H 2.069748 -4.648561 0.717192 -0.155 0.179 -0.202 0.3543
H -4.052807 -0.117914 -1.645810 0.163 0.228 -0.496 0.5035
O -1.079783 -0.285574 1.306127 0.046 -0.503 0.231 -0.5273
H 5.092692 -1.576674 -1.230818 0.072 0.173 0.173 0.0783
Fe 1.769463 -1.208512 -1.342911 -0.902 0.237 0.818 1.5595
H 1.534691 4.229710 -2.900879 -0.121 -0.126 -0.248 0.3718
C 0.785460 0.045858 -3.936801 -0.631 0.539 0.256 -0.2464
O -3.484901 1.636215 1.395920 0.321 -0.021 -0.193 -0.5697
H -3.051235 -1.956736 -3.236713 0.626 0.396 0.010 0.3869
H -3.921955 4.214855 -0.056654 -0.159 0.593 0.080 0.3494
C -0.432746 1.485479 5.166131 0.839 -0.790 -0.948 -0.4664
H -2.269740 1.131086 -2.026102 0.492 0.014 -0.056 0.0835
O 0.185323 -1.746270 0.284277 -0.115 -0.477 0.264 -0.9634
C 4.308411 0.459439 -1.207673 1.304 -0.889 -1.914 -0.5645
C 2.672806 -3.740601 0.645160 0.868 0.340 -0.096 -0.4986
C -2.979818 -1.923871 -2.148674 -2.725 -0.448 1.137 -0.9079
H -2.995539 0.834816 1.605220 -0.177 -0.110 -0.204 -0.2495
O -1.953230 -2.773657 -1.695535 0.714 0.082 -0.582 -0.6299
N -0.158281 -0.570614 0.558132 0.196 0.381 -0.612 1.4461
H 1.354416 1.284840 -2.551608 -0.205 0.071 0.323 0.1697
H -5.528658 -1.038995 3.250945 -0.035 0.058 -0.076 0.3205
H -3.098644 -0.494134 2.885631 0.426 -0.075 0.433 -0.2563
H 1.223844 0.557777 -4.797314 0.029 -0.756 -0.373 0.4645
O 2.534917 -3.097437 -0.659653 -0.174 -1.323 0.161 -0.4522
H 0.055229 6.085352 -3.103231 0.146 -0.019 0.053 0.3934
C 0.955195 0.815397 5.101543 -0.623 0.990 -0.175 -0.4894

=====

| no. | calculated total energy (hartree) |
| --- | --- |
| 1 | -1581.996863 |
| 2 | -6065.574516 |
| 3 | -3386.018839 |